Entry 1:
Here is a 11-piece molecular cluster, C10H40N11O13 overall in a non-equilibrium geometry from the OMol25 dataset. Energies are from the ωB97M-V functional and the def2-TZVPD basis.

Properties
**Electronic energy**: -1985.6032 hartree
**Largest force on an atom**: 1.48 eV/Å
**Highest occupied orbital energy**: -7.50 eV

Structure (ORCA input):
```
! RIJCOSX wB97M-V def2-TZVPD def2/J DEFGRID3
* xyz -1 1
N 6.195 11.353 12.340
O 6.939 11.919 13.166
O 6.013 10.122 12.419
O 5.722 11.967 11.372
C 4.747 9.887 8.215
O 5.799 10.577 8.835
H 5.121 9.140 7.515
H 4.048 9.397 8.903
H 4.093 10.515 7.593
H 5.448 11.027 9.614
C 7.745 14.648 10.813
O 8.293 15.628 9.941
H 8.437 14.461 11.642
H 6.862 15.074 11.292
H 7.468 13.706 10.338
H 9.198 15.369 9.749
C 3.415 13.151 8.765
O 4.078 14.042 9.655
H 2.454 13.576 8.491
H 4.024 13.093 7.854
H 3.316 12.149 9.184
H 4.761 13.573 10.146
C 2.371 10.894 12.770
O 1.106 11.548 12.848
H 3.052 11.427 12.099
H 2.846 10.888 13.759
H 2.202 9.869 12.458
H 1.262 12.428 13.205
C 8.160 8.185 9.954
O 8.301 9.275 9.064
H 7.645 8.516 10.866
H 7.532 7.382 9.545
H 9.139 7.783 10.202
H 7.424 9.683 8.988
C 4.018 14.957 13.765
O 3.194 15.771 14.161
N 5.065 14.550 14.549
N 3.988 14.385 12.525
H 5.821 14.010 14.169
H 5.089 14.877 15.496
H 4.514 13.545 12.359
H 3.222 14.641 11.930
C 9.349 8.569 13.790
O 9.633 9.744 13.966
N 10.301 7.590 13.686
N 8.057 8.133 13.725
H 11.242 7.864 13.887
H 10.037 6.649 13.467
H 7.254 8.725 13.632
H 7.914 7.156 13.531
C 9.587 13.310 15.383
O 10.398 13.525 16.275
N 9.936 12.986 14.110
N 8.230 13.365 15.615
H 9.208 12.739 13.460
H 10.893 12.874 13.843
H 7.604 13.036 14.898
H 7.951 13.121 16.550
C 3.804 7.445 13.327
O 2.859 6.795 13.745
N 4.869 7.846 14.084
N 3.957 7.888 12.034
H 5.497 8.380 13.517
H 4.939 7.787 15.081
H 3.468 7.494 11.256
H 4.506 8.730 11.912
C 6.303 10.515 16.637
O 5.905 10.297 17.779
N 7.534 10.088 16.203
N 5.560 11.179 15.698
H 8.108 9.733 16.944
H 7.855 10.320 15.277
H 4.593 11.315 15.931
H 5.915 11.305 14.762
*
```

Entry 2:
Here is a 10-piece molecular cluster, C10H40N20O10 overall in a non-equilibrium geometry from the OMol25 dataset. Energies are from the ωB97M-V functional and the def2-TZVPD basis.

Properties
**SMILES**: NC(N)=O.NC(N)=O.NC(N)=O.NC(N)=O.NC(N)=O.NC(N)=O.NC(N)=O.NC(N)=O.NC(N)=O.NC(N)=O
**Energy relative to the best compared isomer or geometry (same formula, charge and spin)**: 192.8 kcal per mole
**Electronic energy**: -2252.7117 hartree
**Largest force on an atom**: 9.61 eV/Å
**Highest occupied orbital energy**: -9.37 eV

Structure (ORCA input):
```
! RIJCOSX wB97M-V def2-TZVPD def2/J DEFGRID3
* xyz 0 1
N 5.851 2.935 -2.725
C 5.515 4.054 -3.304
N 4.286 4.372 -3.132
O 6.330 4.669 -3.986
H 6.832 2.695 -2.735
H 5.114 2.307 -2.437
H 3.852 3.760 -2.456
H 3.831 5.241 -3.373
N -1.442 -5.175 -5.460
C -1.255 -5.198 -4.188
N -0.867 -6.314 -3.647
O -1.535 -4.175 -3.598
H -1.301 -6.011 -6.009
H -1.444 -4.245 -5.852
H -0.529 -7.045 -4.257
H -0.919 -6.465 -2.650
N 1.065 1.008 4.900
C 0.012 1.339 5.460
N 0.098 1.648 6.691
O -1.045 1.312 4.841
H 1.212 0.871 3.910
H 1.909 1.283 5.381
H 0.946 1.414 7.187
H -0.730 1.817 7.244
N 5.329 -2.052 -5.653
C 4.443 -2.918 -5.346
N 3.717 -3.077 -6.407
O 4.244 -3.566 -4.342
H 6.081 -1.816 -5.021
H 5.320 -1.660 -6.584
H 3.886 -2.603 -7.282
H 3.025 -3.796 -6.250
N 3.987 5.839 3.090
C 3.305 6.840 3.502
N 4.102 7.680 4.060
O 2.132 7.100 3.292
H 3.474 5.284 2.420
H 4.917 5.694 3.458
H 3.979 8.571 4.520
H 4.922 7.200 4.401
N 3.335 -3.231 1.504
C 4.567 -2.920 1.619
N 5.265 -2.834 0.487
O 5.030 -2.649 2.736
H 2.732 -3.134 2.309
H 2.921 -3.300 0.586
H 6.240 -2.572 0.529
H 4.858 -2.908 -0.434
N -6.403 3.339 -1.490
C -5.812 3.238 -2.603
N -5.202 2.098 -2.735
O -5.896 4.087 -3.485
H -6.790 4.242 -1.259
H -6.405 2.604 -0.797
H -4.856 1.870 -3.657
H -5.343 1.408 -2.012
N -3.608 -4.627 1.343
C -3.195 -5.763 1.929
N -3.565 -5.792 3.215
O -2.771 -6.733 1.394
H -4.051 -3.933 1.928
H -3.271 -4.445 0.408
H -3.254 -6.579 3.766
H -4.082 -5.100 3.739
N 0.731 0.417 -1.991
C 0.301 1.016 -0.931
N -0.775 0.492 -0.442
O 0.904 1.924 -0.454
H 0.156 -0.325 -2.366
H 1.580 0.669 -2.476
H -1.203 -0.254 -0.970
H -1.141 0.945 0.384
N -9.028 1.135 4.098
C -7.854 0.995 3.625
N -6.974 1.516 4.431
O -7.576 0.481 2.522
H -9.755 0.823 3.470
H -9.207 1.609 4.972
H -7.234 1.875 5.339
H -6.019 1.496 4.104
*
```

Entry 3:
Here is C10H40N20O10 as an isolated structure in a non-equilibrium geometry from the OMol25 dataset. Energies are from the ωB97M-V functional and the def2-TZVPD basis.

Properties
**Energy relative to the best compared isomer or geometry (same formula, charge and spin)**: 660.0 kcal per mole
**Electronic energy**: -2251.9671 hartree
**Largest force on an atom**: 13.84 eV/Å
**Highest occupied orbital energy**: -7.87 eV

Structure (ORCA input):
```
! RIJCOSX wB97M-V def2-TZVPD def2/J DEFGRID3
* xyz 0 1
C 1.436 2.944 0.243
O 2.189 2.172 0.770
N 0.276 2.621 -0.278
N 1.745 4.118 -0.070
H 0.289 1.611 -0.299
H -0.350 3.209 -0.810
H 2.633 4.440 0.286
H 0.943 4.557 -0.500
C 0.466 1.215 -4.468
O 0.288 2.268 -3.940
N 0.506 0.119 -3.747
N 0.711 0.976 -5.707
H 0.936 -0.609 -4.299
H 0.789 0.319 -2.798
H 0.715 0.071 -6.154
H 0.860 1.741 -6.349
C -2.237 -2.261 1.991
O -2.743 -3.380 2.094
N -2.744 -1.184 2.510
N -1.083 -1.907 1.431
H -3.579 -1.277 3.070
H -2.267 -0.362 2.168
H -0.425 -2.558 1.028
H -0.853 -0.929 1.534
C -1.508 1.310 2.604
O -1.450 0.211 2.017
N -1.594 2.505 2.119
N -1.291 1.248 3.906
H -1.591 2.527 1.110
H -1.787 3.268 2.753
H -1.391 0.364 4.385
H -0.821 2.074 4.249
C -2.894 -0.681 -0.383
O -1.783 -0.844 -0.814
N -3.381 0.467 -0.022
N -3.657 -1.616 -0.039
H -4.163 0.542 0.613
H -2.702 1.204 -0.147
H -4.624 -1.371 0.115
H -3.272 -2.459 -0.440
C 3.814 -2.373 -2.741
O 4.380 -2.675 -1.722
N 2.604 -1.901 -2.710
N 4.241 -2.660 -3.912
H 2.114 -1.772 -3.584
H 2.210 -1.611 -1.826
H 5.135 -3.102 -4.072
H 3.747 -2.320 -4.725
C -2.084 2.055 -2.065
O -3.059 2.349 -1.449
N -1.546 2.723 -3.007
N -1.616 0.819 -1.911
H -1.934 3.654 -3.057
H -0.704 2.465 -3.501
H -2.137 0.206 -1.301
H -0.849 0.486 -2.478
C 1.495 0.334 4.115
O 2.392 1.140 4.135
N 1.241 -0.466 5.067
N 0.664 0.192 3.148
H 0.413 -1.044 5.036
H 1.764 -0.301 5.916
H 0.771 0.955 2.495
H -0.270 -0.120 3.374
C 0.841 -3.328 1.465
O -0.083 -4.124 1.617
N 1.758 -3.091 2.349
N 1.107 -2.667 0.432
H 2.510 -2.456 2.118
H 1.644 -3.606 3.210
H 1.990 -2.178 0.424
H 0.458 -2.821 -0.327
C 0.918 -0.063 -0.574
O 1.141 -0.375 -1.704
N 1.801 0.111 0.368
N -0.203 0.249 -0.045
H 2.611 -0.493 0.352
H 1.511 0.684 1.147
H -0.439 0.342 0.932
H -0.940 0.115 -0.722
*
```

What did the first record say?
Here is a 11-piece molecular cluster, C10H40N11O13 overall in a non-equilibrium geometry from the OMol25 dataset. Energies are from the ωB97M-V functional and the def2-TZVPD basis.

Properties
**Electronic energy**: -1985.6032 hartree
**Largest force on an atom**: 1.48 eV/Å
**Highest occupied orbital energy**: -7.50 eV

Structure (ORCA input):
```
! RIJCOSX wB97M-V def2-TZVPD def2/J DEFGRID3
* xyz -1 1
N 6.195 11.353 12.340
O 6.939 11.919 13.166
O 6.013 10.122 12.419
O 5.722 11.967 11.372
C 4.747 9.887 8.215
O 5.799 10.577 8.835
H 5.121 9.140 7.515
H 4.048 9.397 8.903
H 4.093 10.515 7.593
H 5.448 11.027 9.614
C 7.745 14.648 10.813
O 8.293 15.628 9.941
H 8.437 14.461 11.642
H 6.862 15.074 11.292
H 7.468 13.706 10.338
H 9.198 15.369 9.749
C 3.415 13.151 8.765
O 4.078 14.042 9.655
H 2.454 13.576 8.491
H 4.024 13.093 7.854
H 3.316 12.149 9.184
H 4.761 13.573 10.146
C 2.371 10.894 12.770
O 1.106 11.548 12.848
H 3.052 11.427 12.099
H 2.846 10.888 13.759
H 2.202 9.869 12.458
H 1.262 12.428 13.205
C 8.160 8.185 9.954
O 8.301 9.275 9.064
H 7.645 8.516 10.866
H 7.532 7.382 9.545
H 9.139 7.783 10.202
H 7.424 9.683 8.988
C 4.018 14.957 13.765
O 3.194 15.771 14.161
N 5.065 14.550 14.549
N 3.988 14.385 12.525
H 5.821 14.010 14.169
H 5.089 14.877 15.496
H 4.514 13.545 12.359
H 3.222 14.641 11.930
C 9.349 8.569 13.790
O 9.633 9.744 13.966
N 10.301 7.590 13.686
N 8.057 8.133 13.725
H 11.242 7.864 13.887
H 10.037 6.649 13.467
H 7.254 8.725 13.632
H 7.914 7.156 13.531
C 9.587 13.310 15.383
O 10.398 13.525 16.275
N 9.936 12.986 14.110
N 8.230 13.365 15.615
H 9.208 12.739 13.460
H 10.893 12.874 13.843
H 7.604 13.036 14.898
H 7.951 13.121 16.550
C 3.804 7.445 13.327
O 2.859 6.795 13.745
N 4.869 7.846 14.084
N 3.957 7.888 12.034
H 5.497 8.380 13.517
H 4.939 7.787 15.081
H 3.468 7.494 11.256
H 4.506 8.730 11.912
C 6.303 10.515 16.637
O 5.905 10.297 17.779
N 7.534 10.088 16.203
N 5.560 11.179 15.698
H 8.108 9.733 16.944
H 7.855 10.320 15.277
H 4.593 11.315 15.931
H 5.915 11.305 14.762
*
```